156
Properties=species:S:1:pos:R:3:lowdin_charge:R:1 method="wB97M-V/def2-TZVPD" spin_multiplicity=2 e_tot_ev=-206220.122 s_squared=0.9158 gap_ev="5.03 / 6.08" charge=+2 homo_energy_ev="-11.6 / -11.6"
Ru -0.363 -0.029 -0.080 0.761
C 1.459 4.310 -2.785 -0.042
C 2.190 4.946 -1.613 -0.535
C 3.267 5.872 -2.173 -0.043
C 1.233 5.761 -0.740 -0.019
N 2.825 3.896 -0.760 0.026
C 4.163 3.911 -0.432 -0.013
C 4.362 2.990 0.529 -0.025
N 3.150 2.409 0.821 0.020
B 3.004 1.723 2.190 -0.590
N 3.311 0.212 2.171 0.004
C 3.883 -0.357 3.285 -0.035
C 4.335 -1.575 2.938 -0.027
N 4.042 -1.778 1.603 0.024
C 3.376 -0.673 1.154 -0.665
S 2.621 -0.362 -0.356 0.647
C 4.622 -2.983 0.930 -0.536
C 4.332 -3.013 -0.562 -0.071
C 6.142 -2.946 1.123 -0.021
C 4.037 -4.233 1.591 -0.023
N 1.663 2.024 2.932 0.040
C 1.601 3.107 3.789 -0.030
C 0.760 2.807 4.791 -0.038
N 0.276 1.525 4.577 0.016
C 0.805 1.092 3.395 -0.635
S 0.360 -0.286 2.483 0.618
C -0.306 0.769 5.735 -0.531
C -0.636 -0.686 5.423 -0.077
C -1.566 1.493 6.210 -0.012
C 0.762 0.769 6.839 -0.018
C 2.227 2.923 -0.008 -0.615
S 0.586 2.414 -0.108 0.772
H 1.054 5.092 -3.426 0.104
H 0.639 3.685 -2.449 0.033
H 2.150 3.704 -3.369 0.096
H 2.774 6.613 -2.799 0.099
H 3.983 5.332 -2.794 0.096
H 3.799 6.406 -1.385 0.092
H 0.789 6.554 -1.340 0.098
H 1.767 6.219 0.095 0.097
H 0.434 5.135 -0.344 0.053
H 4.865 4.583 -0.884 0.122
H 5.262 2.730 1.055 0.135
H 3.852 2.222 2.874 0.132
H 3.957 0.166 4.222 0.134
H 4.852 -2.299 3.539 0.129
H 4.762 -2.149 -1.067 0.082
H 3.264 -3.034 -0.744 0.001
H 4.775 -3.915 -0.983 0.103
H 6.561 -2.015 0.738 0.099
H 6.582 -3.773 0.568 0.098
H 6.434 -3.051 2.167 0.082
H 2.951 -4.245 1.501 0.041
H 4.298 -4.292 2.647 0.084
H 4.434 -5.120 1.099 0.102
H 2.179 3.998 3.615 0.137
H 0.472 3.396 5.642 0.130
H -1.424 -0.792 4.681 0.035
H -0.979 -1.150 6.349 0.099
H 0.243 -1.229 5.080 0.070
H -2.290 1.586 5.400 0.067
H -1.344 2.489 6.593 0.085
H -2.024 0.922 7.015 0.100
H 1.666 0.271 6.484 0.094
H 0.392 0.226 7.707 0.099
H 1.021 1.777 7.160 0.083
C -0.804 -3.488 -3.063 -0.038
N 0.075 -2.400 -2.626 -0.148
C 1.479 -2.811 -2.646 -0.106
C -0.234 -1.155 -3.221 -0.376
N -0.413 -0.105 -2.450 0.072
C -0.499 1.147 -3.108 -0.272
C 0.486 1.419 -4.038 -0.048
C 0.363 2.451 -4.973 -0.090
C -0.773 3.202 -4.975 -0.037
C -1.726 3.062 -3.939 -0.158
C -2.807 3.967 -3.912 -0.026
C -3.620 4.021 -2.821 -0.052
C -3.386 3.157 -1.749 -0.036
C -2.437 2.140 -1.784 -0.224
N -2.231 1.377 -0.626 0.040
C -3.088 1.434 0.407 -0.392
N -2.584 1.596 1.684 -0.145
C -3.170 0.963 2.850 -0.071
C -1.952 2.880 1.980 -0.054
N -4.423 1.361 0.294 -0.102
C -5.116 0.959 -0.917 -0.029
C -5.317 1.880 1.324 -0.013
C -1.567 2.070 -2.919 -0.074
N -0.479 -1.170 -4.559 -0.125
C 0.376 -1.901 -5.487 -0.022
C -1.528 -0.412 -5.224 -0.024
H -0.621 -4.351 -2.423 0.082
H -0.637 -3.805 -4.096 0.082
H -1.845 -3.191 -2.954 0.079
H 1.654 -3.523 -1.843 0.039
H 2.115 -1.942 -2.493 0.047
H 1.751 -3.314 -3.581 0.091
H 1.351 0.767 -4.068 0.131
H 1.143 2.619 -5.705 0.122
H -0.952 3.954 -5.732 0.124
H -2.934 4.646 -4.745 0.120
H -4.420 4.746 -2.758 0.116
H -3.950 3.313 -0.841 0.112
H -3.841 0.168 2.558 0.052
H -3.709 1.677 3.481 0.093
H -2.363 0.523 3.437 0.053
H -2.586 3.452 2.668 0.100
H -1.829 3.457 1.066 0.072
H -0.973 2.747 2.433 0.048
H -4.427 0.557 -1.646 0.065
H -5.632 1.813 -1.362 0.108
H -5.862 0.203 -0.667 0.100
H -4.803 2.594 1.961 0.091
H -5.740 1.082 1.937 0.095
H -6.142 2.398 0.836 0.106
H 1.382 -2.007 -5.095 0.084
H 0.441 -1.322 -6.408 0.103
H -0.018 -2.886 -5.748 0.090
H -2.203 0.044 -4.506 0.074
H -2.095 -1.107 -5.848 0.109
H -1.114 0.372 -5.859 0.095
F -0.381 -7.648 -0.444 0.170
C -0.870 -6.445 -0.224 -0.132
C -2.237 -6.223 -0.216 -0.125
F -3.072 -7.235 -0.377 0.161
C -2.734 -4.941 -0.030 -0.191
F -4.056 -4.818 0.016 0.120
C -1.906 -3.836 0.142 -0.305
P -2.520 -2.082 0.309 1.112
C -3.814 -2.040 -0.995 -0.352
C -5.120 -2.520 -0.892 -0.101
C -5.986 -2.425 -1.970 -0.051
C -5.559 -1.885 -3.175 -0.045
C -4.267 -1.394 -3.285 -0.068
C -3.414 -1.445 -2.193 -0.160
C -3.387 -2.327 1.904 -0.359
C -2.656 -2.897 2.947 -0.091
C -3.227 -3.059 4.200 -0.064
C -4.534 -2.651 4.429 -0.054
C -5.253 -2.047 3.408 -0.061
C -4.677 -1.865 2.160 -0.136
C -0.542 -4.105 0.198 -0.558
Br 0.672 -2.729 0.596 0.867
C -0.025 -5.376 0.016 -0.258
F 1.292 -5.576 0.062 0.091
H -5.470 -2.991 0.012 0.098
H -7.001 -2.788 -1.867 0.118
H -6.233 -1.845 -4.020 0.117
H -3.934 -0.961 -4.219 0.092
H -2.429 -1.001 -2.245 0.057
H -1.630 -3.209 2.784 0.100
H -2.652 -3.513 4.996 0.115
H -4.984 -2.795 5.401 0.114
H -6.269 -1.718 3.585 0.116
H -5.239 -1.357 1.387 0.090



153
Properties=species:S:1:pos:R:3:lowdin_charge:R:1 method="wB97M-V/def2-TZVPD" e_above_lowest_kj_mol=26.0 e_tot_ev=-141052.962 gap_ev=4.40 charge=-2 homo_energy_ev=-0.5
Hg 0.389 0.456 0.069 1.022
C 3.520 2.936 -3.897 -0.099
C 3.580 1.548 -3.259 -0.205
C 4.765 1.394 -2.344 -0.173
C 6.031 1.149 -2.860 -0.063
C 7.130 0.991 -2.027 -0.109
C 6.950 1.064 -0.655 -0.069
C 5.699 1.313 -0.100 -0.186
C 5.541 1.284 1.401 -0.210
C 6.106 2.520 2.102 -0.096
C 4.604 1.511 -0.955 -0.200
N 3.319 1.735 -0.438 0.106
C 3.106 2.830 0.177 -0.121
C 1.893 3.193 0.849 -0.357
C 1.697 4.382 1.555 -0.093
C 0.399 4.321 2.082 -0.122
C -0.122 3.097 1.662 -0.255
N 0.774 2.419 0.926 -0.093
H 2.650 3.030 -4.552 0.058
H 4.418 3.142 -4.486 0.061
H 3.436 3.704 -3.125 0.066
H 3.627 0.780 -4.038 0.111
H 2.669 1.373 -2.688 0.067
H 6.147 1.062 -3.936 0.104
H 8.109 0.784 -2.442 0.085
H 7.792 0.895 0.010 0.104
H 6.050 0.391 1.780 0.111
H 4.488 1.170 1.655 0.091
H 7.161 2.664 1.854 0.062
H 6.017 2.427 3.186 0.066
H 5.568 3.419 1.796 0.059
H 3.896 3.593 0.238 0.125
H 2.428 5.171 1.673 0.083
H -0.108 5.057 2.690 0.072
H -1.093 2.674 1.874 0.055
N -0.525 1.283 -4.795 0.100
C -0.412 -0.089 -4.835 -0.103
C 0.138 -0.445 -3.640 -0.145
N 0.358 0.668 -2.872 0.111
C -0.052 1.688 -3.581 -0.304
C 0.014 3.082 -3.165 -0.301
N 0.759 3.534 -2.194 0.157
C 0.519 4.881 -2.133 -0.135
C -0.373 5.251 -3.095 -0.116
N -0.688 4.090 -3.766 0.091
H -0.962 1.853 -5.495 0.138
H -0.749 -0.669 -5.676 0.101
H 0.342 -1.434 -3.268 0.077
H 0.988 5.489 -1.376 0.097
H -0.833 6.192 -3.338 0.097
H -1.426 3.992 -4.439 0.142
C -2.637 3.649 -0.663 -0.283
Ge -2.496 1.657 -0.338 0.893
C -3.620 1.562 1.344 -0.369
C -3.717 2.619 2.253 -0.147
C -4.407 2.496 3.455 -0.117
C -5.036 1.302 3.780 -0.131
C -4.959 0.235 2.890 -0.114
C -4.257 0.368 1.701 -0.148
C -3.870 1.131 -1.764 -0.246
C -3.327 0.431 -2.818 -0.151
C -4.083 0.021 -3.940 -0.100
C -5.419 0.293 -4.011 -0.072
C -6.044 1.015 -2.965 -0.185
C -7.427 1.327 -3.021 -0.070
C -8.028 2.054 -2.035 -0.118
C -7.261 2.510 -0.939 -0.096
C -5.929 2.214 -0.857 -0.036
C -5.267 1.447 -1.854 -0.160
H -3.652 4.016 -0.476 -0.005
H -2.396 3.846 -1.709 -0.021
H -1.933 4.210 -0.044 -0.011
H -3.242 3.568 2.018 0.085
H -4.455 3.338 4.139 0.086
H -5.574 1.200 4.715 0.082
H -5.441 -0.707 3.131 0.090
H -4.198 -0.484 1.029 0.097
H -2.289 0.129 -2.761 0.037
H -3.593 -0.530 -4.737 0.085
H -6.018 -0.035 -4.856 0.095
H -8.001 0.974 -3.873 0.096
H -9.086 2.282 -2.090 0.085
H -7.731 3.096 -0.158 0.092
H -5.350 2.561 -0.013 0.080
C 4.006 -1.766 -0.164 -0.074
C 3.220 -2.909 -0.811 -0.381
C 2.767 -2.491 -2.211 -0.089
C 2.147 -3.436 0.135 -0.173
C 2.365 -4.694 0.650 -0.107
C 1.553 -5.254 1.640 -0.157
C 0.525 -4.457 2.111 -0.145
C 0.224 -3.182 1.633 -0.165
C -0.991 -2.585 2.363 -0.376
C -2.291 -3.304 1.978 -0.072
C -1.236 -1.085 2.313 -0.123
C 0.999 -2.603 0.536 -0.397
N 0.771 -1.512 -0.180 -0.216
H 4.853 -1.473 -0.794 0.070
H 4.391 -2.068 0.815 0.072
H 3.359 -0.898 -0.031 0.050
H 3.920 -3.745 -0.944 0.108
H 2.112 -1.628 -2.127 0.025
H 2.226 -3.299 -2.714 0.061
H 3.640 -2.232 -2.823 0.067
H 3.223 -5.257 0.287 0.088
H 1.742 -6.239 2.048 0.062
H -0.097 -4.844 2.919 0.096
H -0.825 -2.822 3.424 0.108
H -2.538 -3.098 0.937 0.045
H -3.127 -2.954 2.595 0.069
H -2.202 -4.387 2.087 0.065
H -1.985 -0.816 3.066 0.071
H -0.328 -0.519 2.514 0.026
H -1.623 -0.770 1.344 0.003
C -0.668 -4.929 -1.866 -0.034
C -1.882 -4.477 -2.666 -0.638
C -3.173 -4.923 -1.965 -0.053
C -1.839 -5.080 -4.069 -0.068
N -1.827 -3.015 -2.855 -0.080
N -1.800 -2.207 -1.691 0.036
H -0.675 -6.016 -1.749 0.082
H -0.641 -4.484 -0.871 0.071
H 0.254 -4.638 -2.373 0.075
H -3.200 -6.011 -1.854 0.076
H -4.049 -4.612 -2.542 0.076
H -3.249 -4.495 -0.965 0.060
H -1.780 -6.170 -4.021 0.074
H -0.966 -4.702 -4.603 0.076
H -2.736 -4.813 -4.638 0.070
H -2.639 -2.725 -3.393 0.092
H -0.853 -2.134 -1.292 0.022
H -2.435 -2.547 -0.977 0.043
C 1.768 -2.366 5.100 -0.066
N 2.239 -1.054 4.670 -0.162
C 3.103 -1.133 3.499 -0.067
C 1.363 0.021 4.687 -0.467
N 1.342 0.847 3.719 0.179
N 0.538 0.076 5.835 -0.186
C -0.556 1.021 5.773 -0.089
C 1.229 0.099 7.110 -0.092
H 1.439 -2.958 4.240 0.072
H 0.937 -2.264 5.793 0.075
H 2.581 -2.906 5.596 0.079
H 3.871 -1.885 3.691 0.085
H 3.567 -0.167 3.320 0.062
H 2.546 -1.418 2.600 0.081
H 0.748 1.653 3.882 0.029
H -1.080 0.929 4.823 0.079
H -0.227 2.065 5.892 0.087
H -1.263 0.795 6.574 0.081
H 2.057 -0.605 7.101 0.073
H 0.538 -0.181 7.909 0.078
H 1.629 1.099 7.339 0.085



159
Properties=species:S:1:pos:R:3:lowdin_charge:R:1 method="wB97M-V/def2-TZVPD" e_above_lowest_kj_mol=111.2 e_tot_ev=-190208.803 gap_ev=5.85 homo_energy_ev=-6.3
Ca 0.579 0.494 0.019 1.273
C -6.036 -2.026 3.923 -0.050
C -5.991 -0.673 3.199 -0.562
C -6.913 -0.755 1.983 -0.070
C -6.527 0.417 4.136 -0.052
C -4.551 -0.355 2.801 -0.186
C -4.142 -0.181 1.491 -0.076
C -2.810 0.069 1.187 -0.390
Se -2.296 0.248 -0.653 1.138
C -2.033 -1.611 -1.094 -0.378
C -3.146 -2.396 -1.338 -0.071
C -3.012 -3.751 -1.606 -0.182
C -1.717 -4.260 -1.581 -0.001
C -0.571 -3.516 -1.320 -0.084
C -0.708 -2.116 -1.130 -0.379
O 0.299 -1.292 -1.012 -0.351
C 0.766 -4.275 -1.273 -0.520
C 0.603 -5.552 -0.431 -0.058
C 1.924 -3.499 -0.635 -0.066
C 1.164 -4.672 -2.701 -0.041
C -4.196 -4.667 -1.908 -0.561
C -4.237 -5.816 -0.891 -0.049
C -5.528 -3.920 -1.834 -0.069
C -4.049 -5.248 -3.320 -0.052
C -1.804 0.163 2.173 -0.390
O -0.557 0.357 1.849 -0.319
C -2.225 0.003 3.525 -0.090
C -3.563 -0.251 3.785 0.011
C -1.189 0.034 4.651 -0.528
C -1.823 -0.100 6.036 -0.074
C -0.415 1.360 4.628 -0.047
C -0.226 -1.147 4.460 -0.043
H -7.063 -2.283 4.194 0.080
H -5.441 -2.008 4.837 0.075
H -5.640 -2.815 3.283 0.088
H -7.930 -0.981 2.309 0.082
H -6.599 -1.541 1.295 0.077
H -6.938 0.188 1.434 0.085
H -7.554 0.194 4.436 0.080
H -6.516 1.389 3.640 0.087
H -5.923 0.497 5.040 0.074
H -4.848 -0.243 0.673 0.086
H -4.119 -1.924 -1.313 0.088
H -1.594 -5.320 -1.769 0.096
H 0.234 -5.307 0.566 0.094
H 1.571 -6.050 -0.326 0.079
H -0.084 -6.270 -0.877 0.068
H 1.681 -3.180 0.379 0.091
H 2.186 -2.605 -1.186 0.046
H 2.797 -4.160 -0.590 0.077
H 0.419 -5.332 -3.149 0.080
H 2.126 -5.193 -2.704 0.082
H 1.247 -3.788 -3.336 0.070
H -4.338 -5.425 0.122 0.089
H -3.327 -6.417 -0.927 0.073
H -5.083 -6.476 -1.095 0.081
H -5.694 -3.496 -0.842 0.079
H -6.347 -4.611 -2.045 0.082
H -5.577 -3.110 -2.563 0.085
H -3.134 -5.835 -3.414 0.075
H -4.010 -4.448 -4.061 0.086
H -4.894 -5.899 -3.559 0.080
H -3.864 -0.390 4.814 0.090
H -2.561 0.682 6.224 0.085
H -1.041 -0.010 6.794 0.081
H -2.307 -1.068 6.174 0.083
H -1.093 2.197 4.813 0.090
H 0.056 1.507 3.658 0.046
H 0.350 1.365 5.410 0.079
H -0.779 -2.088 4.497 0.091
H 0.521 -1.162 5.260 0.071
H 0.274 -1.087 3.494 0.069
C 2.198 3.804 2.703 -0.103
C 1.813 2.708 1.952 -0.121
N 0.867 2.782 1.021 0.080
C 0.298 3.969 0.841 -0.163
C 0.684 5.065 1.617 -0.062
N 1.630 4.994 2.541 0.096
C -0.703 4.117 -0.259 -0.179
C -1.565 5.207 -0.280 0.041
C -2.347 5.425 -1.405 -0.136
C -2.277 4.487 -2.424 0.041
C -1.496 3.346 -2.257 -0.205
N -0.689 3.185 -1.209 0.184
C -1.610 2.219 -3.228 -0.258
C -2.802 2.019 -3.922 -0.091
N -3.001 0.974 -4.716 0.096
C -2.002 0.106 -4.788 -0.108
C -0.811 0.302 -4.101 -0.102
N -0.600 1.361 -3.335 0.150
C -3.223 6.618 -1.517 -0.165
C -2.891 7.818 -0.901 -0.015
C -3.733 8.909 -1.047 -0.138
N -4.862 8.884 -1.752 0.061
C -5.179 7.730 -2.333 -0.136
C -4.405 6.584 -2.247 -0.011
H 2.978 3.719 3.450 0.108
H 2.260 1.738 2.123 0.075
H 0.231 6.035 1.468 0.110
H -1.654 5.857 0.579 0.113
H -2.806 4.648 -3.352 0.116
H -3.635 2.700 -3.806 0.111
H -2.150 -0.776 -5.399 0.108
H -0.018 -0.432 -4.159 0.092
H -1.976 7.922 -0.333 0.109
H -3.483 9.853 -0.577 0.106
H -6.104 7.716 -2.896 0.107
H -4.741 5.673 -2.724 0.112
C 3.162 0.118 4.297 -0.038
C 4.150 -0.720 3.522 -0.412
C 5.418 -1.019 4.287 -0.036
O 4.551 0.033 2.324 -0.184
P 3.881 -0.271 0.932 0.470
O 2.408 -0.386 0.948 -0.340
C 4.487 1.138 -0.030 -0.189
P 3.548 1.388 -1.550 0.468
O 2.096 1.511 -1.345 -0.337
O 4.080 0.154 -2.369 -0.197
C 3.598 -0.143 -3.721 -0.407
C 4.817 -0.483 -4.552 -0.033
C 2.606 -1.275 -3.625 -0.044
O 4.081 2.683 -2.282 -0.157
C 5.458 2.843 -2.717 -0.449
C 6.145 3.823 -1.790 -0.036
C 5.415 3.319 -4.152 -0.034
O 4.516 -1.588 0.366 -0.160
C 5.935 -1.905 0.393 -0.432
C 6.072 -3.237 1.097 -0.029
C 6.439 -1.932 -1.033 -0.032
H 2.923 -0.373 5.241 0.092
H 2.229 0.248 3.750 0.056
H 3.597 1.095 4.518 0.092
H 3.673 -1.648 3.195 0.145
H 5.880 -0.092 4.627 0.091
H 6.137 -1.556 3.672 0.068
H 5.186 -1.630 5.159 0.093
H 5.540 0.983 -0.275 0.081
H 4.376 2.026 0.595 0.084
H 3.114 0.758 -4.114 0.142
H 5.274 -1.402 -4.186 0.084
H 5.560 0.312 -4.521 0.067
H 4.523 -0.636 -5.590 0.093
H 3.113 -2.191 -3.317 0.084
H 2.162 -1.446 -4.608 0.094
H 1.815 -1.063 -2.901 0.064
H 5.955 1.868 -2.669 0.127
H 5.619 4.777 -1.801 0.094
H 7.173 3.989 -2.114 0.090
H 6.166 3.457 -0.764 0.071
H 4.873 4.263 -4.213 0.094
H 4.915 2.595 -4.792 0.073
H 6.427 3.473 -4.528 0.091
H 6.458 -1.130 0.964 0.135
H 5.565 -4.013 0.523 0.090
H 5.628 -3.204 2.090 0.072
H 7.125 -3.504 1.194 0.092
H 5.985 -2.762 -1.575 0.094
H 7.522 -2.061 -1.041 0.091
H 6.188 -1.011 -1.558 0.059



15
Properties=species:S:1:pos:R:3:lowdin_charge:R:1 method="wB97M-V/def2-TZVPD" e_above_lowest_kj_mol=178.5 spin_multiplicity=2 e_tot_ev=-5343.144 s_squared=0.7512 gap_ev="2.68 / 9.45" charge=-1 homo_energy_ev="1.5 / -5.5"
C 2.233 0.146 -1.114 -0.356
C 1.812 -0.906 -1.818 -0.285
H 2.794 0.889 -1.582 -0.030
H 2.381 0.000 -0.115 -0.023
H 1.673 -0.682 -2.956 0.034
H 1.333 -1.794 -1.361 0.006
C -1.707 1.250 0.623 -0.238
C -0.801 0.066 0.810 -0.271
C -1.220 -0.989 1.538 -0.088
H -2.762 1.003 0.502 0.043
H -1.395 1.919 -0.180 0.006
H -1.661 1.932 1.604 0.095
H 0.170 0.059 0.385 0.025
H -0.588 -1.897 1.714 0.034
H -2.261 -0.996 1.950 0.047



15
Properties=species:S:1:pos:R:3:lowdin_charge:R:1 method="wB97M-V/def2-TZVPD" smiles="C=CC.C=C" e_above_lowest_kj_mol=169.1 e_tot_ev=-5345.513 gap_ev=10.97 homo_energy_ev=-9.7
C 1.074 1.467 -0.547 -0.027
C 0.940 1.250 0.759 -0.256
C -0.360 0.967 1.453 -0.124
H 0.213 1.454 -1.214 0.050
H 2.041 1.671 -0.998 0.052
H 1.828 1.279 1.392 0.093
H -0.598 1.758 2.175 0.072
H -0.311 0.024 2.012 0.070
H -1.185 0.888 0.738 0.068
C -1.030 -1.567 -1.419 -0.077
C -0.185 -2.023 -0.502 -0.078
H -1.885 -2.149 -1.756 0.045
H -0.898 -0.588 -1.873 0.033
H 0.665 -1.428 -0.175 0.033
H -0.309 -3.003 -0.046 0.047